No. 1
Below is C5H7NO in the gas phase, with properties calculated with ωB97M-V/def2-TZVPD.

The SMILES is OCC#C[C@H]1CN1. Its energy relative to the best compared isomer or geometry (same formula, charge and spin) is 105.2 kcal per mole. As for the charge: 0. The gap between HOMO and LUMO is 10.3 eV.

Last column: Mulliken charge in e.
Cartesian coordinates (Å):
O -3.239 0.655 0.332  -0.523
C -2.337 0.936 -0.716  -0.714
C -1.024 0.312 -0.519  0.401
C -0.011 -0.331 -0.404  0.037
C 1.287 -0.964 -0.344  0.074
C 2.143 -0.703 0.810  -0.739
N 1.668 -2.114 0.456  -0.575
H -3.257 -0.304 0.442  0.324
H -2.717 0.595 -1.691  0.258
H -2.252 2.025 -0.768  0.295
H 1.831 -0.946 -1.285  0.305
H 1.578 -0.177 1.591  0.293
H 3.205 -0.570 0.767  0.245
H 1.427 -2.066 1.437  0.319

=====

No. 2
Below is a molecular structure, C5H7NO, with properties calculated with ωB97M-V/def2-TZVPD.

Its energy relative to the best compared isomer or geometry (same formula, charge and spin) is 78.9 kcal per mole. As for the charge: 0. The gap between HOMO and LUMO is 10.6 eV.

Last column: Mulliken charge in e.
Cartesian coordinates (Å):
C 1.122 0.260 0.223  -0.343
C 1.073 1.675 -0.085  -0.235
C -0.078 2.313 -0.131  -0.162
C -1.296 1.569 0.053  -0.246
C -1.214 0.276 0.193  -0.294
H 0.100 -5.124 0.164  0.340
H -0.197 -3.235 -0.110  0.350
H 2.050 -0.133 0.235  0.447
H 1.845 2.416 -0.175  0.318
H -0.219 3.439 0.053  0.257
H -2.314 2.021 0.186  0.283
H -2.008 -0.382 0.390  0.398
N 0.001 -0.407 0.315  -0.413
O 0.386 -4.089 -0.559  -0.698

=====

No. 3
Below is C5H7NO in the gas phase, with properties calculated with ωB97M-V/def2-TZVPD.

The SMILES is C[N@+]12CC([O-])=C1C2. Its energy relative to the best compared isomer or geometry (same formula, charge and spin) is 96.9 kcal per mole. As for the charge: 0. The gap between HOMO and LUMO is 8.7 eV.

Last column: Mulliken charge in e.
Cartesian coordinates (Å):
O -2.394 0.790 1.637  -0.570
C -1.412 0.455 1.026  0.688
C -1.209 0.132 -0.470  -0.494
N 0.228 -0.096 -0.184  0.194
C 1.341 0.487 -0.918  -0.793
C 0.030 0.328 1.363  -0.773
C 0.421 -1.040 0.917  -0.213
H -1.340 0.981 -1.144  0.287
H -1.721 -0.752 -0.866  0.236
H 0.950 1.174 -1.671  0.277
H 1.949 -0.279 -1.408  0.317
H 1.942 1.052 -0.200  0.361
H 1.466 -1.329 1.035  0.287
H -0.252 -1.901 0.881  0.194

=====

No. 4
Below is C5H7NO in the gas phase, with properties calculated with ωB97M-V/def2-TZVPD.

The SMILES is C1=N[C@H]2C[C@H]2CO1. Its energy relative to the best compared isomer or geometry (same formula, charge and spin) is 88.2 kcal per mole. As for the charge: 0. The gap between HOMO and LUMO is 9.1 eV.

Last column: Mulliken charge in e.
Cartesian coordinates (Å):
C -1.501 -0.458 0.301  -0.849
C -0.732 0.458 -0.575  -0.200
C 0.449 1.241 -0.111  -0.482
O 1.715 0.526 0.016  -0.388
C 1.673 -0.708 0.544  0.071
N 0.722 -1.548 0.480  -0.528
C -0.420 -1.266 -0.316  0.018
H -1.399 -0.258 1.366  0.274
H -2.512 -0.695 -0.006  0.257
H -1.251 0.834 -1.469  0.440
H 0.242 1.672 0.869  0.290
H 0.704 2.042 -0.808  0.312
H 2.602 -0.957 1.064  0.400
H -0.293 -0.884 -1.356  0.385

=====

Calculated values (eV) of lowest unoccupied orbital energy for the records, taken in order: 0.86; 0.65; 0.66; 0.95.
Calculated values (eV/A) of maximum force for the records, taken in order: 2.69; 6.32; 0.52; 2.11.
Calculated values (a.u.) of total energy for the records, taken in order: -324.5568; -324.5987; -324.5700; -324.5840.